1.
Density functional theory data (ωB97M-V/def2-TZVPD) for a structure of composition C7H12N4 at a distorted geometry.

E_tot ... -13395.435 eV
E_LUMO ... -8.099 eV
Relative energy (zero: lowest compared OMol25 entry of this formula, charge and spin) ... 2.203 eV

```
! wB97M-V def2-TZVPD RIJCOSX def2/J DEFGRID3
* xyz 2 1
C 0.66 0.18 -2.83
C 0.81 1.15 -1.82
C 0.27 -1.21 -2.43
C -0.46 -0.94 0.86
C 0.07 -0.24 -0.23
C -0.66 -2.01 -0.04
C -0.81 -0.76 2.20
N -0.12 -1.24 -1.17
N -1.25 -3.19 -0.04
N 0.93 3.30 1.48
N 0.38 0.98 -0.56
H 1.17 0.27 -3.76
H 1.04 2.19 -2.13
H 0.05 -2.03 -3.08
H 1.20 3.39 2.43
H -1.16 0.24 2.45
H 0.09 -0.93 2.84
H -1.72 -1.40 2.51
H -1.28 -3.91 -0.75
H -1.81 -3.57 0.77
H 0.86 4.27 1.08
H 1.65 2.78 0.93
H 0.10 2.70 1.28
*
```

---

2.
Density functional theory data (ωB97M-V/def2-TZVPD) for a structure of composition C7H12N4 at a distorted geometry.

E_tot ... -13395.062 eV
E_LUMO ... -8.747 eV
Relative energy (zero: lowest compared OMol25 entry of this formula, charge and spin) ... 2.575 eV

```
! wB97M-V def2-TZVPD RIJCOSX def2/J DEFGRID3
* xyz 2 1
C -2.42 0.89 0.86
C -1.43 1.62 0.16
C -2.23 -0.46 1.25
C 0.73 -1.23 0.09
C -0.17 -0.18 0.09
C -0.20 -2.11 0.63
C 2.02 -1.20 -0.73
N -1.19 -0.99 0.64
N -0.19 -3.32 1.19
N 1.39 2.80 -1.38
N -0.24 1.07 -0.17
H -3.21 1.40 1.28
H -1.61 2.62 0.10
H -2.93 -0.87 1.97
H 1.29 2.45 -2.37
H 2.57 -2.06 -0.53
H 2.42 -0.23 -0.52
H 1.75 -1.21 -1.83
H -1.00 -3.86 1.45
H 0.60 -3.89 0.96
H 2.45 2.96 -1.07
H 0.73 3.66 -1.38
H 0.86 2.16 -0.69
*
```

---

3.
Density functional theory data (ωB97M-V/def2-TZVPD) for a cluster of 2 separate species, C7H12N4O in total at a distorted geometry.

E_tot ... -15455.377 eV
E_LUMO ... -1.618 eV
Relative energy (zero: lowest compared OMol25 entry of this formula, charge and spin) ... 5.734 eV

```
! wB97M-V def2-TZVPD RIJCOSX def2/J DEFGRID3
* xyz 0 1
C -3.08 1.05 -0.71
C -3.21 -0.64 0.56
C 0.06 1.22 -0.09
C 0.46 -0.56 1.53
C 1.69 -0.73 -0.67
C -0.66 -1.05 -0.67
C 0.42 -0.25 0.01
N -4.27 0.95 -0.21
N -4.36 -0.07 0.58
N -0.62 -2.37 -0.46
N -2.35 0.01 -0.25
O -1.48 -3.14 -0.11
H -2.76 1.88 -1.22
H -2.89 -1.66 1.09
H -0.77 1.51 0.63
H 0.96 1.74 0.21
H -0.08 1.57 -1.10
H 0.70 -1.61 1.55
H 1.33 0.10 1.91
H -0.44 -0.21 2.08
H 2.55 -0.40 -0.07
H 1.73 -0.25 -1.65
H 1.71 -1.83 -0.75
H -0.56 -0.84 -1.76
*
```

---

4.
Density functional theory data (ωB97M-V/def2-TZVPD) for a cluster of 2 separate species, C7H12N4OS in total at a distorted geometry.

E_tot ... -26292.137 eV
SMILES string ... [H]/N=c1/cn[nH]o1.C=N[C@@H]1CCSC1
E_LUMO ... 0.462 eV
Relative energy (zero: lowest compared OMol25 entry of this formula, charge and spin) ... 3.580 eV

```
! wB97M-V def2-TZVPD RIJCOSX def2/J DEFGRID3
* xyz 0 1
H 3.85 -0.26 3.83
N 2.79 -0.34 4.05
C 2.04 -0.55 3.04
C 0.58 -0.50 2.94
N 0.22 -0.96 1.79
N 1.26 -1.23 1.03
O 2.51 -0.97 1.79
H -0.12 -0.34 3.72
H 1.35 -0.78 0.10
C 0.27 1.98 0.32
N 0.24 0.85 -0.24
C -0.70 0.68 -1.29
C -1.56 -0.46 -1.08
C -2.45 -0.79 -2.23
S -1.37 -0.33 -3.68
C -0.06 0.33 -2.62
H -0.27 2.87 0.00
H 1.00 2.22 1.10
H -1.25 1.60 -1.46
H -2.31 -0.29 -0.15
H -0.83 -1.29 -0.74
H -2.82 -1.85 -2.26
H -3.40 -0.37 -2.16
H 0.45 1.21 -3.18
H 0.61 -0.43 -2.63
*
```

---

5.
Density functional theory data (ωB97M-V/def2-TZVPD) for a cluster of 2 separate species, C7H12NO in total at a distorted geometry.

E_tot ... -10978.208 eV
E_LUMO ... -3.367 eV
Relative energy (zero: lowest compared OMol25 entry of this formula, charge and spin) ... 6.217 eV

```
! wB97M-V def2-TZVPD RIJCOSX def2/J DEFGRID3
* xyz 1 1
C 0.62 -0.05 -0.04
C -1.96 0.21 0.42
C 0.76 -0.99 -1.21
C 1.74 2.61 3.15
C -0.84 -0.07 -0.27
C 2.10 1.58 2.15
C -1.46 -2.08 -1.96
N -0.73 -0.79 -1.61
O 2.66 2.63 2.03
H 0.84 -0.25 0.95
H 1.23 0.94 -0.31
H -1.86 0.39 1.44
H -2.91 0.14 -0.04
H 1.40 -0.68 -2.04
H 0.79 -2.08 -0.92
H 0.91 3.19 2.82
H 2.30 2.52 4.01
H -0.89 -2.63 -2.77
H -1.47 -2.76 -1.06
H -2.41 -1.80 -2.32
H -0.85 -0.03 -2.42
*
```

---

6.
Density functional theory data (ωB97M-V/def2-TZVPD) for the ion C7H12NO3 with charge +1 at a distorted geometry.

E_tot ... -15073.517 eV
E_LUMO ... -4.957 eV
Relative energy (zero: lowest compared OMol25 entry of this formula, charge and spin) ... 5.125 eV

```
! wB97M-V def2-TZVPD RIJCOSX def2/J DEFGRID3
* xyz 1 1
C -0.25 -2.26 -0.21
C 0.85 0.62 -1.10
C -0.24 0.20 -0.46
C 2.49 0.47 1.08
C -3.39 0.48 -0.63
C 3.05 0.78 -0.25
C -2.40 1.00 0.44
N 0.87 -2.42 0.21
O -0.76 -1.02 -0.54
O 1.99 0.96 -1.30
O -1.05 1.18 0.01
H -1.12 -3.07 -0.29
H 1.30 -3.34 0.51
H 1.88 1.21 1.43
H 1.96 -0.36 0.85
H 3.31 0.21 1.63
H -4.32 0.20 -0.12
H -3.77 1.23 -1.27
H -2.85 -0.30 -1.19
H 3.77 -0.03 -0.61
H 3.52 1.84 -0.21
H -2.32 0.27 1.34
H -2.52 2.14 0.67
*
```

---

Question: Which of these has the highest relative energy (zero: lowest compared OMol25 entry of this formula, charge and spin)?
Answer: C7H12NO

---

Question: Which of these has the highest E_tot?
Answer: C7H12NO